Model i:
A cluster of 2 separate species, C9H14 in total. Source: the Open Molecules 2025 dataset; level of theory: ωB97M-V/def2-TZVPD.

Each line ends with the Mulliken charge.
Cartesian coordinates (Å):
1 C 1.85 0.02 -1.92  -1.32
2 C -1.63 -1.58 -1.78  -0.45
3 C -2.34 -0.63 -1.05  -0.41
4 C -0.29 -1.38 -2.05  -0.32
5 C 0.42 -0.29 -1.56  0.61
6 C -1.68 0.51 -0.61  -0.53
7 C -0.32 0.65 -0.83  -0.31
8 H -2.12 -2.49 -2.10  0.36
9 H -3.41 -0.78 -0.96  0.36
10 H 0.23 -2.07 -2.71  0.32
11 H -2.20 1.25 -0.01  0.35
12 H 2.38 -0.87 -2.22  0.36
13 H 2.35 0.47 -1.06  0.33
14 H 0.18 1.47 -0.34  0.35
15 H 1.84 0.68 -2.78  0.29
16 C 1.80 1.63 4.03  -0.76
17 C 0.88 0.42 3.77  -0.79
18 H 2.29 1.90 3.09  0.24
19 H 1.21 2.47 4.40  0.26
20 H 2.57 1.32 4.74  0.27
21 H 0.37 0.05 4.67  0.30
22 H 1.46 -0.46 3.47  0.27
23 H 0.16 0.65 2.99  0.22

Properties
HOMO energy: -9.04 eV
SMILES: Cc1ccccc1.CC
Gap between HOMO and LUMO: 0.3667 Eh



Model ii:
A cluster of 2 separate species, C9H14 in total. Source: the Open Molecules 2025 dataset; level of theory: ωB97M-V/def2-TZVPD.

Each line ends with the Mulliken charge.
Cartesian coordinates (Å):
1 C -1.16 0.46 -1.64  -1.74
2 C 1.68 -2.06 -1.20  -0.64
3 C 0.86 -1.01 -1.77  -0.28
4 C 1.20 -2.74 -0.17  -0.22
5 C -0.34 -0.74 -1.19  0.91
6 C 0.02 -2.40 0.62  -1.08
7 C -0.70 -1.35 0.08  -0.10
8 H 2.55 -2.25 -1.74  0.42
9 H 1.19 -0.42 -2.60  0.42
10 H 1.62 -3.72 0.22  0.21
11 H -0.22 -2.95 1.42  0.57
12 H -1.87 0.62 -0.93  0.49
13 H -1.81 0.20 -2.55  0.36
14 H -1.43 -0.91 0.80  0.28
15 H -0.54 1.32 -1.96  0.38
16 C 0.12 2.80 1.03  -0.53
17 C -0.33 1.81 2.14  -0.90
18 H 1.23 2.91 0.91  0.24
19 H -0.28 2.24 0.05  -0.09
20 H -0.26 3.68 1.11  0.41
21 H -1.32 1.29 2.00  0.21
22 H -0.39 2.37 3.10  0.29
23 H 0.15 0.86 2.27  0.36

Properties
HOMO energy: -9.02 eV
SMILES: Cc1ccccc1.CC
Gap between HOMO and LUMO: 0.3697 Eh



Model iii:
A cluster of 2 separate species, C9H14 in total. Source: the Open Molecules 2025 dataset; level of theory: ωB97M-V/def2-TZVPD.

Each line ends with the Mulliken charge.
Cartesian coordinates (Å):
1 C 0.48 2.53 -0.17  -1.70
2 C 1.19 -1.09 -2.25  -0.44
3 C -0.04 -0.90 -1.67  -0.39
4 C 2.26 -0.21 -2.06  -0.44
5 C -0.29 0.35 -1.09  -0.25
6 C 2.04 0.94 -1.34  -0.47
7 C 0.74 1.28 -0.98  0.94
8 H 1.31 -2.06 -2.67  0.35
9 H -0.67 -1.80 -1.59  0.31
10 H 3.28 -0.30 -2.40  0.37
11 H -1.33 0.59 -0.72  0.28
12 H 2.75 1.83 -1.21  0.25
13 H -0.47 2.73 0.21  0.44
14 H 0.48 3.41 -0.88  0.35
15 H 1.25 2.62 0.52  0.39
16 C -1.31 -0.57 2.53  -0.77
17 C -1.92 -1.89 2.01  -0.82
18 H -0.36 -0.43 1.99  0.19
19 H -2.01 0.27 2.36  0.25
20 H -1.07 -0.71 3.58  0.36
21 H -2.88 -1.96 2.59  0.28
22 H -1.19 -2.69 2.25  0.25
23 H -2.25 -1.94 0.97  0.27

Properties
HOMO energy: -8.99 eV
SMILES: Cc1ccccc1.CC
Gap between HOMO and LUMO: 0.3673 Eh



Model iv:
A cluster of 2 separate species, C9H14 in total. Source: the Open Molecules 2025 dataset; level of theory: ωB97M-V/def2-TZVPD.

Each line ends with the Mulliken charge.
Cartesian coordinates (Å):
1 C -1.49 1.53 0.89  -1.30
2 C 2.77 1.24 0.63  -0.24
3 C 1.99 0.68 -0.37  -0.85
4 C 2.20 1.92 1.71  -0.58
5 C 0.64 0.69 -0.12  -0.08
6 C 0.82 1.82 1.94  -0.24
7 C -0.02 1.23 1.00  0.50
8 H 3.84 1.24 0.78  0.32
9 H 2.46 0.24 -1.23  0.39
10 H 2.78 2.28 2.57  0.31
11 H -0.01 0.35 -0.91  0.46
12 H 0.53 2.35 2.84  0.34
13 H -1.59 2.56 0.50  0.30
14 H -2.03 1.52 1.83  0.36
15 H -2.07 0.94 0.16  0.31
16 C -1.54 -3.15 -1.05  -0.92
17 C -1.20 -1.93 -1.92  -0.29
18 H -1.39 -4.07 -1.64  0.28
19 H -0.97 -3.15 -0.11  0.31
20 H -2.62 -3.24 -0.88  0.26
21 H -2.01 -1.57 -2.57  0.36
22 H -0.47 -2.28 -2.67  0.32
23 H -0.62 -1.19 -1.37  -0.33

Properties
HOMO energy: -8.96 eV
SMILES: Cc1ccccc1.CC
Gap between HOMO and LUMO: 0.3669 Eh



Which structure is most stable? model i, by 19.7 kcal/mol over the runner-up.



Model i:
A cluster of 2 separate species, C10H21O2P in total. Source: the Open Molecules 2025 dataset; level of theory: ωB97M-V/def2-TZVPD.

Each line ends with the Mulliken charge.
Cartesian coordinates (Å):
1 C 3.13 -0.90 -0.23  0.59
2 C 3.37 -1.91 0.81  -0.99
3 C -0.81 -1.29 2.52  -1.20
4 C -2.81 1.68 -1.64  -1.39
5 C 1.55 0.40 -2.45  -1.53
6 C 0.76 1.70 -0.54  -1.63
7 C 1.65 -0.51 -0.15  -0.66
8 C -1.62 -0.08 1.92  -0.40
9 C -2.43 1.54 -0.17  -0.19
10 C 1.18 0.57 -1.03  1.40
11 O 4.08 -0.38 -0.80  -0.57
12 O -3.54 -0.88 0.31  -0.46
13 P -2.06 -0.28 0.16  0.03
14 H 2.54 -2.08 1.55  0.27
15 H 3.67 -2.89 0.35  0.27
16 H 4.32 -1.56 1.33  0.28
17 H -0.13 -0.98 3.28  0.32
18 H -1.52 -1.97 2.86  0.46
19 H -0.13 -1.70 1.66  0.18
20 H -3.80 1.45 -1.69  0.43
21 H -2.46 2.69 -2.03  0.30
22 H -2.21 1.07 -2.34  0.30
23 H 1.84 -0.74 -2.58  0.29
24 H 2.31 0.97 -2.87  0.33
25 H 0.67 0.55 -3.04  0.43
26 H -3.60 -1.59 -0.32  0.35
27 H 0.71 1.72 0.56  0.39
28 H 0.71 2.53 -1.13  0.47
29 H 1.09 -1.43 -0.51  0.37
30 H 1.36 -0.41 0.94  0.30
31 H -0.86 0.78 1.93  0.20
32 H -2.37 0.13 2.67  0.54
33 H -3.20 1.87 0.57  0.43
34 H -1.39 1.93 0.11  0.10

Properties
HOMO energy: -8.60 eV
SMILES: C=C(C)CC(C)=O.CCP(O)CC
Gap between HOMO and LUMO: 0.3425 Eh



Model ii:
A cluster of 2 separate species, C10H21O2P in total. Source: the Open Molecules 2025 dataset; level of theory: ωB97M-V/def2-TZVPD.

Each line ends with the Mulliken charge.
Cartesian coordinates (Å):
1 C -2.60 1.73 0.36  0.61
2 C -1.65 1.36 1.45  -0.92
3 C 3.48 -0.81 1.97  -1.06
4 C 2.22 1.21 -1.75  -1.11
5 C -3.49 -1.10 0.33  -1.39
6 C -1.69 -1.30 -1.48  -1.43
7 C -2.53 0.89 -0.97  -0.44
8 C 3.57 -0.89 0.39  -0.50
9 C 1.36 0.64 -0.68  0.45
10 C -2.55 -0.58 -0.77  1.07
11 O -3.49 2.58 0.43  -0.61
12 O 1.08 -1.65 0.91  -0.49
13 P 1.86 -1.18 -0.45  0.13
14 H -0.93 0.49 1.04  0.07
15 H -1.06 2.18 1.68  0.44
16 H -2.19 0.95 2.35  0.30
17 H 3.32 -1.79 2.22  0.33
18 H 4.52 -0.53 2.24  0.37
19 H 2.73 0.01 2.23  0.22
20 H 2.07 2.31 -1.87  0.32
21 H 3.27 0.82 -1.78  0.30
22 H 1.85 0.79 -2.80  0.29
23 H -3.02 -0.81 1.24  0.27
24 H -3.65 -2.15 0.22  0.46
25 H -4.46 -0.62 0.23  0.36
26 H 0.17 -1.63 0.64  0.28
27 H -1.18 -1.02 -2.33  0.46
28 H -1.58 -2.37 -1.31  0.32
29 H -3.45 1.29 -1.49  0.27
30 H -1.58 1.29 -1.37  0.36
31 H 4.24 -1.78 -0.02  0.35
32 H 3.93 0.04 -0.06  0.30
33 H 0.25 0.44 -1.00  -0.72
34 H 1.19 1.22 0.19  0.35

Properties
HOMO energy: -8.50 eV
SMILES: C=C(C)CC(C)=O.CCP(O)CC
Gap between HOMO and LUMO: 0.3372 Eh



Which structure is most stable? model i, by 2.6 kcal/mol over the runner-up.



Model i:
An isolated molecule of C2H5PS. Source: the Open Molecules 2025 dataset; level of theory: ωB97M-V/def2-TZVPD.

Each line ends with the Mulliken charge.
Cartesian coordinates (Å):
1 C 1.17 -1.64 -0.59  -0.61
2 C 0.11 -0.88 -0.72  -0.20
3 P -1.18 2.13 1.52  0.04
4 S -0.07 0.22 0.88  -0.25
5 H 1.75 -1.87 0.28  0.29
6 H 1.26 -2.20 -1.51  0.22
7 H -0.52 -0.96 -1.49  0.43
8 H -1.99 1.97 0.51  0.02
9 H -0.53 3.22 1.13  0.04

Properties
HOMO energy: -8.52 eV
SMILES: C=CSP
Gap between HOMO and LUMO: 0.3024 Eh



Model ii:
A cluster of 2 separate species, C2H5PS in total. Source: the Open Molecules 2025 dataset; level of theory: ωB97M-V/def2-TZVPD.

Each line ends with the Mulliken charge.
Cartesian coordinates (Å):
1 C -2.29 0.62 -0.57  -0.34
2 C 1.17 -0.89 -0.48  -0.31
3 P 2.19 -0.28 0.64  0.10
4 S -3.59 1.11 0.24  -0.20
5 H -2.11 -0.28 -1.14  0.28
6 H -1.41 1.26 -0.65  0.26
7 H 0.17 -1.01 -0.08  0.10
8 H 2.39 -0.54 1.90  0.05
9 H 3.48 0.01 0.15  0.07

Properties
HOMO energy: -8.88 eV
SMILES: C#[PH2].C=S
Gap between HOMO and LUMO: 0.3087 Eh



Which structure is most stable? model i, by 51.8 kcal/mol over the runner-up.



Model i:
An isolated molecule of C2H5PS. Source: the Open Molecules 2025 dataset; level of theory: ωB97M-V/def2-TZVPD.

Each line ends with the Mulliken charge.
Cartesian coordinates (Å):
1 C 0.35 -0.49 1.01  -0.56
2 C 0.16 -0.88 -0.47  -0.13
3 P 0.29 0.35 -1.72  -0.16
4 S 1.71 -1.36 0.39  -0.11
5 H 0.49 0.61 1.40  0.24
6 H -0.32 -0.85 1.73  0.30
7 H -0.57 -1.70 -0.77  0.37
8 H 0.97 1.51 -1.14  0.03
9 H -0.88 1.04 -1.33  0.03

Properties
HOMO energy: -9.05 eV
SMILES: P[C@@H]1CS1
Gap between HOMO and LUMO: 0.3649 Eh



Model ii:
An isolated molecule of C2H5PS. Source: the Open Molecules 2025 dataset; level of theory: ωB97M-V/def2-TZVPD.

Each line ends with the Mulliken charge.
Cartesian coordinates (Å):
1 C 1.13 -0.11 0.07  -0.19
2 C -1.76 0.22 0.08  -0.77
3 P 2.61 -0.38 0.77  -0.11
4 S -0.33 -0.28 1.14  -0.06
5 H 1.17 -0.13 -1.05  0.30
6 H -2.10 -0.79 -0.45  0.25
7 H -1.45 0.81 -0.77  0.28
8 H -2.61 0.71 0.62  0.29
9 H 3.34 -0.05 -0.41  0.00

Properties
HOMO energy: -8.25 eV
SMILES: [H]/P=C/SC
Gap between HOMO and LUMO: 0.3100 Eh



Which structure is most stable? model i, by 1.6 kcal/mol over the runner-up.



Model i:
A cluster of 2 separate species, C2H5OP in total. Source: the Open Molecules 2025 dataset; level of theory: ωB97M-V/def2-TZVPD.

Each line ends with the Mulliken charge.
Cartesian coordinates (Å):
1 C -0.92 0.33 0.83  -0.55
2 C -0.57 -0.67 1.86  -0.29
3 O 1.05 -0.36 -1.66  -0.61
4 P -0.42 -1.41 0.39  -0.08
5 H -1.96 0.63 0.69  0.26
6 H -0.23 1.13 0.60  0.23
7 H -0.45 -0.71 2.92  0.45
8 H 1.42 0.41 -2.10  0.29
9 H 1.37 -1.14 -2.12  0.31

Properties
HOMO energy (spin up / spin down): -5.91 / -9.43 eV
2S+1: 3
Gap between HOMO and LUMO (spin up / spin down): 0.2482 / 0.2855 Eh



Model ii:
A structure of composition C2H5OP. Source: the Open Molecules 2025 dataset; level of theory: ωB97M-V/def2-TZVPD.

Each line ends with the Mulliken charge.
Cartesian coordinates (Å):
1 C -2.94 -0.29 0.67  -0.25
2 C -2.20 0.57 0.35  -0.44
3 O 0.30 0.19 -0.79  -0.20
4 P 1.02 -0.81 -1.62  0.05
5 H -3.84 -0.86 0.49  0.30
6 H 1.35 1.84 0.71  -0.14
7 H -1.40 1.27 0.22  0.41
8 H 1.29 -0.10 -2.77  0.12
9 H 1.27 1.78 1.50  0.14

Properties
HOMO energy (spin up / spin down): -8.09 / -10.38 eV
2S+1: 3
Gap between HOMO and LUMO (spin up / spin down): 0.3361 / 0.2736 Eh



Which structure is most stable? model i, by 27.4 kcal/mol over the runner-up.



Model i:
A cluster of 2 separate species, C2H6N2O in total. Source: the Open Molecules 2025 dataset; level of theory: ωB97M-V/def2-TZVPD.

Each line ends with the Mulliken charge.
Cartesian coordinates (Å):
1 C -0.44 -0.11 -0.57  0.19
2 C -1.89 0.00 -0.17  -0.90
3 N 0.33 -1.03 -0.37  -0.46
4 N 3.29 -0.21 0.34  -0.15
5 O 2.72 0.42 -0.61  -0.36
6 H -0.10 0.79 -1.10  0.33
7 H -2.23 -0.92 0.29  0.29
8 H -2.49 0.20 -1.06  0.29
9 H -2.00 0.82 0.52  0.27
10 H 3.30 -1.23 0.29  0.26
11 H 3.29 0.22 1.27  0.24

Properties
HOMO energy (spin up / spin down): -9.20 / -8.77 eV
Gap between HOMO and LUMO (spin up / spin down): 0.3646 / 0.3211 Eh



Model ii:
An isolated molecule of C2H6N2O. Source: the Open Molecules 2025 dataset; level of theory: ωB97M-V/def2-TZVPD.

Each line ends with the Mulliken charge.
Cartesian coordinates (Å):
1 C 0.69 1.10 -0.06  -0.74
2 C -0.81 -0.69 -0.34  0.04
3 H -0.24 1.71 0.07  0.31
4 H 1.42 1.17 0.78  0.25
5 H 1.25 1.60 -0.85  0.25
6 H 1.21 -1.23 1.03  0.35
7 H -0.96 -1.68 -0.84  0.38
8 H -2.65 -0.46 0.16  0.24
9 N 0.44 -0.27 -0.33  -0.04
10 N -1.72 -0.08 0.26  -0.62
11 O 1.36 -1.18 0.10  -0.42

Properties
HOMO energy: -8.90 eV
SMILES: [H]/N=C/N(C)O
Gap between HOMO and LUMO: 0.3618 Eh



Which structure is most stable? model ii, by 39.8 kcal/mol over the runner-up.